Density functional theory data (ωB97M-V/def2-TZVPD) for a gas-phase ion, C6H5INO5 (charge -1).

M = 298.0 g/mol
Kohn-Sham gap (spin up / spin down) = 4.54 / 5.01 eV
HOMO (spin up / spin down) = -0.0664 / -0.1472 Ha
charge = -1
E = -26129.691 eV
2S+1 = 3

Geometry (Å):
C -1.803 0.932 -1.086
C -1.934 1.542 0.162
C -0.771 0.098 -1.246
C -0.770 1.064 0.775
C 1.779 -1.503 -0.563
C 0.918 -0.729 0.457
N -0.085 0.089 -0.009
O 2.263 -2.494 0.001
O 1.902 -1.121 -1.736
O -0.522 -0.659 -2.290
O -0.420 1.072 2.145
O 0.768 -1.342 1.625
I 2.839 0.890 1.061
H -2.554 0.975 -1.852
H -2.743 2.284 0.468
H 0.442 -1.035 -2.233
H -0.747 2.010 2.520
H 1.439 -2.074 1.802

Density functional theory data (ωB97M-V/def2-TZVPD) for a gas-phase ion, C6H5N2O2S (charge -1).

M = 169.2 g/mol
Kohn-Sham gap = 7.05 eV
relative energy (zero: lowest compared OMol25 entry of this formula, charge and spin) = 1.341 eV
HOMO = -0.1355 Ha
charge = -1
E = -24212.226 eV

Geometry (Å):
C 0.886 1.513 -0.152
C 0.932 1.799 -1.499
C 1.594 0.299 -0.009
C 1.944 -0.279 -1.233
C -2.253 -1.454 1.037
C -0.936 -1.001 0.648
N 1.669 0.762 -2.139
N -0.085 -1.058 1.629
O -2.346 -1.607 2.332
O -3.212 -1.606 0.260
S 1.472 -0.527 1.512
H 0.488 2.185 0.460
H 0.365 2.535 -1.944
H -0.737 -0.625 -0.381
H 1.620 0.653 -3.152
H -1.401 -1.590 2.631

Density functional theory data (ωB97M-V/def2-TZVPD) for C6H5N2O4PS2 in the gas phase.

M = 264.2 g/mol
Kohn-Sham gap = 7.46 eV
SMILES string = N=[PH2]C1=C(S)C(=O)C(S)=C(ON=O)C1=O
HOMO = -0.3259 Ha
E = -48425.799 eV

Geometry (Å):
N 1.465 2.612 0.423
P 2.009 1.576 -0.657
C 0.850 0.137 -0.613
C 1.175 -1.081 -0.191
S 2.830 -1.514 0.368
C 0.024 -2.113 -0.193
O 0.172 -3.230 -0.523
C -1.336 -1.539 0.229
S -2.450 -2.493 1.288
C -1.661 -0.327 -0.206
O -2.864 0.213 0.159
N -3.118 1.465 -0.462
O -3.594 2.208 0.289
C -0.604 0.382 -1.062
O -0.817 1.044 -2.016
H 2.171 2.761 1.140
H 1.963 2.214 -1.920
H 3.309 1.186 -0.265
H 2.682 -1.617 1.724
H -2.206 -1.887 2.489

Density functional theory data (ωB97M-V/def2-TZVPD) for a molecular structure, C6H5N2O5SSc.

M = 262.1 g/mol
Kohn-Sham gap = 7.58 eV
relative energy (zero: lowest compared OMol25 entry of this formula, charge and spin) = 0.000 eV
HOMO = -0.6380 Ha
charge = +2
E = -51038.667 eV

Geometry (Å):
O 1.308 1.718 -5.311
C 1.367 1.114 -4.344
Sc 0.331 0.219 -0.736
O -1.318 1.765 -3.363
C -0.763 1.395 -2.414
C -1.767 -0.069 0.073
O -2.862 -0.186 0.432
C 1.422 -1.808 -0.674
O 1.912 -2.855 -0.733
C -0.704 -1.386 -2.018
O -1.068 -2.198 -2.759
H 0.966 -0.283 -2.363
N 0.076 -0.854 2.812
C 0.358 0.456 2.657
N -0.192 1.324 3.519
S 1.422 1.048 1.440
H -0.587 -1.142 3.533
H 0.714 -1.544 2.425
H 0.176 2.265 3.547
H -0.791 1.020 4.277

Density functional theory data (ωB97M-V/def2-TZVPD) for 2 unconnected molecules or ions with the total composition C6H5N3O.

M = 135.1 g/mol
Kohn-Sham gap = 9.06 eV
relative energy (zero: lowest compared OMol25 entry of this formula, charge and spin) = 5.225 eV
HOMO = -0.3123 Ha
E = -12815.322 eV

Geometry (Å):
C 2.664 0.172 0.001
C 1.999 -1.060 -0.206
C 1.691 1.097 -0.025
C -3.266 -0.351 0.601
C -0.701 0.932 -0.199
C -2.024 -0.725 -0.002
N 0.732 -0.906 -0.265
N -3.367 -0.408 -0.655
N 0.545 0.416 -0.155
O -1.194 2.023 -0.129
H 3.764 0.083 0.027
H 2.652 -1.883 -0.349
H 1.668 2.108 0.184
H -3.727 0.080 1.479
H -1.437 -1.577 -0.309

Density functional theory data (ωB97M-V/def2-TZVPD) for a molecular structure, C6H5N3O3.

M = 167.1 g/mol
Kohn-Sham gap = 8.56 eV
relative energy (zero: lowest compared OMol25 entry of this formula, charge and spin) = 0.698 eV
HOMO = -0.3169 Ha
E = -16915.102 eV

Geometry (Å):
C -2.286 -0.273 -0.600
C -1.359 0.627 -0.221
C -1.706 -1.629 -0.539
C 1.313 0.430 -1.049
C 1.775 0.981 1.217
C -0.151 -0.104 0.246
N -0.416 -1.435 0.092
N 2.120 0.956 -0.186
N 0.491 0.444 1.391
O -2.001 -2.754 -0.844
O 1.075 0.284 -2.190
O 2.452 1.538 2.050
H -3.294 -0.244 -0.994
H -1.657 1.665 -0.193
H 0.324 -2.074 0.015
H 2.862 1.615 -0.457
H 0.459 -0.026 2.261

Density functional theory data (ωB97M-V/def2-TZVPD) for 2 unconnected molecules or ions with the total composition C6H5NO.

M = 107.1 g/mol
Kohn-Sham gap (spin up / spin down) = 8.57 / 8.57 eV
relative energy (zero: lowest compared OMol25 entry of this formula, charge and spin) = 5.047 eV
HOMO (spin up / spin down) = -0.3608 / -0.3608 Ha
E = -9834.161 eV

Geometry (Å):
C 2.323 -1.348 0.000
C 1.415 1.282 -0.004
C -0.085 1.227 0.282
C -2.134 -0.941 -0.297
C 0.061 -0.282 0.009
C 1.534 -0.189 -0.028
N 3.127 -2.193 -0.004
O 2.155 2.133 -0.391
H -0.258 1.609 1.364
H -0.872 1.787 -0.287
H -2.329 -1.435 0.695
H -2.661 0.036 -0.249
H -2.276 -1.685 -1.090

Density functional theory data (ωB97M-V/def2-TZVPD) for C6H5NO in the gas phase.

M = 107.1 g/mol
Kohn-Sham gap = 8.42 eV
SMILES string = C=C1C=C(C#N)OC1
relative energy (zero: lowest compared OMol25 entry of this formula, charge and spin) = 2.521 eV
HOMO = -0.3232 Ha
E = -9836.687 eV

Geometry (Å):
C 0.289 1.874 1.230
C -0.019 0.660 0.579
C 0.663 -0.563 0.850
C -0.475 -0.896 -1.075
C -0.897 0.341 -0.659
C -0.419 -1.623 -2.387
H 1.241 1.929 2.034
H -0.553 2.530 0.997
H 0.191 -1.097 1.800
H 1.666 -0.449 1.293
H -1.553 1.062 -1.201
N -0.695 -2.310 -3.255
O 0.561 -1.457 -0.206

Density functional theory data (ωB97M-V/def2-TZVPD) for C6H5NO in the gas phase.

M = 107.1 g/mol
Kohn-Sham gap = 9.87 eV
SMILES string = C#Cc1ncoc1C
relative energy (zero: lowest compared OMol25 entry of this formula, charge and spin) = 0.954 eV
HOMO = -0.3284 Ha
E = -9838.254 eV

Geometry (Å):
C 0.360 1.776 -0.015
C 0.580 0.256 -0.083
C 1.745 -1.538 0.009
C -0.243 -0.818 -0.087
C -1.683 -0.803 -0.048
C -2.873 -0.672 0.030
H 0.687 2.347 -0.906
H 0.904 2.138 0.857
H -0.675 2.056 0.107
H 2.673 -2.142 0.200
H -3.900 -0.466 0.023
N 0.542 -1.962 -0.066
O 1.882 -0.173 -0.020

Density functional theory data (ωB97M-V/def2-TZVPD) for 2 unconnected molecules or ions with the total composition C6H5NO.

M = 107.1 g/mol
Kohn-Sham gap = 8.18 eV
relative energy (zero: lowest compared OMol25 entry of this formula, charge and spin) = 3.423 eV
HOMO = -0.3133 Ha
E = -9835.784 eV

Geometry (Å):
C -1.453 -1.215 1.687
C 0.333 1.351 -0.297
C 1.210 1.069 -1.307
C 0.671 -0.772 -0.441
C -0.276 0.242 0.298
C -1.206 0.065 1.165
N -1.668 -2.272 2.068
O 1.460 -0.166 -1.343
H -0.241 2.281 -0.290
H 2.087 1.503 -1.869
H 1.035 -1.611 0.114
H -1.697 0.831 1.728
H -0.252 -1.306 -1.513